Entry 1:
78
Properties=species:S:1:pos:R:3:mulliken_charge:R:1 method="wB97M-V/def2-TZVPD" max_force_ha_per_bohr=0.01832 homo_lumo_gap_ha=0.2748 homo_ev=-7.1 relative_energy_kcal_mol=2.1
Sr -0.93 -0.90 -0.16 0.771
C 0.69 -0.22 -2.70 -0.360
C 0.52 -1.75 -2.78 -0.831
C 1.36 -2.50 -1.78 0.415
C 2.73 -2.61 -1.92 -0.674
C 3.45 -3.22 -0.91 -0.409
C 2.78 -3.72 0.20 -0.601
C 1.40 -3.57 0.25 -0.378
N 0.71 -2.97 -0.72 -0.277
N -0.59 0.50 -2.65 1.403
C -1.48 0.18 -3.77 -1.747
C -2.86 -0.25 -3.34 1.029
C -3.99 0.22 -3.99 -0.899
C -5.23 -0.28 -3.62 -0.381
C -5.29 -1.24 -2.63 -0.847
C -4.11 -1.64 -2.02 -0.174
N -2.91 -1.15 -2.35 0.273
C -0.40 1.96 -2.57 -1.299
C 0.44 2.36 -1.39 0.481
C 1.73 2.83 -1.52 -0.678
C 2.44 3.14 -0.37 -0.613
C 1.82 2.98 0.86 -0.649
C 0.52 2.50 0.88 0.173
N -0.16 2.19 -0.21 -0.120
H 1.23 0.04 -1.80 -0.358
H 1.28 0.13 -3.56 0.411
H -0.52 -2.06 -2.64 0.519
H 0.79 -2.09 -3.79 0.497
H 3.23 -2.20 -2.80 0.437
H 4.53 -3.31 -0.97 0.437
H 3.31 -4.19 1.01 0.429
H 0.82 -3.92 1.09 0.434
H -1.56 1.02 -4.46 0.357
H -1.05 -0.65 -4.35 0.428
H -3.89 0.96 -4.77 0.428
H -6.13 0.07 -4.11 0.416
H -6.23 -1.67 -2.31 0.453
H -4.11 -2.38 -1.22 0.039
H 0.01 2.33 -3.52 0.428
H -1.38 2.41 -2.45 0.416
H 2.18 2.94 -2.50 0.396
H 3.46 3.50 -0.43 0.405
H 2.34 3.19 1.79 0.456
H 0.02 2.34 1.83 0.323
C -0.48 1.34 4.11 -2.007
C -1.19 0.42 3.13 0.900
N -0.39 -0.57 2.33 1.152
N 1.01 -0.57 2.63 -0.940
C 1.73 -0.42 1.55 -0.404
O 1.33 -0.28 0.34 1.059
C 3.22 -0.40 1.77 0.460
C 4.04 -0.02 0.72 0.117
C 5.42 0.01 0.88 -1.131
C 5.99 -0.34 2.10 -0.529
C 5.16 -0.71 3.16 -0.704
C 3.79 -0.74 3.00 -0.703
C -2.39 0.99 2.43 0.287
C -3.19 1.91 3.11 -1.121
C -4.32 2.41 2.49 -0.485
C -4.63 2.00 1.21 -1.098
C -3.78 1.09 0.60 -0.214
N -2.68 0.60 1.18 1.130
H 0.56 1.03 4.19 0.395
H -0.93 1.27 5.10 0.497
H -0.52 2.38 3.80 0.446
H 3.59 0.23 -0.23 0.270
H 6.06 0.31 0.06 0.428
H 7.06 -0.31 2.23 0.387
H 5.60 -0.98 4.11 0.428
H 3.14 -1.03 3.81 0.482
H -2.94 2.21 4.11 0.437
H -4.96 3.11 3.01 0.419
H -5.51 2.35 0.68 0.455
H -3.98 0.74 -0.41 0.151
I -2.91 -3.35 1.03 -0.518
C -1.19 -1.03 3.46 -1.310
H -2.04 -1.65 3.20 0.002
H -0.61 -1.32 4.33 0.307


Entry 2:
11
Properties=species:S:1:pos:R:3:nbo_charge:R:1 method="wB97M-V/def2-TZVPD" max_force_ha_per_bohr=0.09955 homo_lumo_gap_ha=0.2218 homo_ev=-7.9 relative_energy_kcal_mol=111.5
C 1.97 -0.20 0.03 -0.309
C 0.67 -0.41 -0.33 0.223
O 0.28 -1.43 -0.98 -0.749
C -0.35 0.32 0.42 -0.035
C -1.76 0.31 -0.12 -0.584
H 2.71 -0.75 -0.55 0.210
H 2.32 0.57 0.67 0.185
H -2.63 0.55 0.54 0.229
H 0.05 1.12 1.15 0.234
H -1.93 0.61 -1.16 0.277
H -1.34 -0.68 0.33 0.319


Entry 3:
19
Properties=species:S:1:pos:R:3:lowdin_spin:R:1 method="wB97M-V/def2-TZVPD" max_force_ha_per_bohr=0.09841 homo_lumo_gap_ha="0.1896 / 0.2143" homo_ev="-9.6 / -10.3" total_charge=+1 multiplicity=2
O 1.44 0.95 -1.71 0.151
Li 3.19 0.97 -1.06 0.010
O 2.44 -0.09 0.35 0.004
C 1.93 -1.33 0.67 0.002
O 0.52 -1.50 0.61 0.058
C -0.14 -1.07 -0.61 0.194
C -1.42 -0.41 -0.15 0.019
O -1.09 0.89 0.38 0.004
C -2.16 1.66 0.90 0.000
Ce 1.04 1.33 -0.05 0.043
H 2.28 -1.74 1.62 0.000
H 2.25 -2.00 -0.16 0.000
H 0.55 -0.30 -2.29 0.457
H 0.45 -1.65 -1.33 0.051
H -1.90 -0.96 0.67 0.003
H -2.14 -0.29 -0.97 0.003
H -1.73 2.57 1.32 0.000
H -2.87 1.92 0.10 0.000
H -2.65 1.07 1.69 0.000


Entry 4:
48
Properties=species:S:1:pos:R:3:lowdin_spin:R:1 method="wB97M-V/def2-TZVPD" max_force_ha_per_bohr=0.08993 homo_lumo_gap_ha="0.2578 / 0.2911" homo_ev="-14.6 / -14.6" total_charge=+2 multiplicity=7
Tb 0.30 1.31 1.81 6.092
Cl 1.03 2.51 3.56 -0.023
P 0.47 -0.12 -0.18 -0.019
C -0.23 0.51 -1.67 0.001
C -0.86 -0.33 -2.58 0.001
C -1.33 0.19 -3.79 0.000
C -1.18 1.54 -4.08 0.000
C -0.57 2.39 -3.15 -0.001
C -0.10 1.87 -1.94 -0.001
C 2.30 0.00 -0.36 -0.004
C 3.10 -0.29 0.75 -0.005
C 4.49 -0.22 0.64 -0.001
C 5.07 0.13 -0.57 0.000
C 4.27 0.42 -1.68 -0.002
C 2.88 0.36 -1.57 0.001
C 0.15 -1.84 0.10 0.001
C -0.43 -2.29 1.28 -0.001
C -0.64 -3.65 1.48 0.000
C -0.26 -4.57 0.50 0.000
C 0.35 -4.11 -0.68 0.000
C 0.56 -2.74 -0.87 0.000
H 2.64 -0.57 1.71 -0.002
H 5.11 -0.44 1.51 0.000
H 6.16 0.19 -0.66 0.000
H 4.72 0.69 -2.63 0.000
H 2.25 0.59 -2.43 0.000
H -0.99 -1.38 -2.35 0.000
H -1.83 -0.47 -4.49 0.000
H -1.55 1.94 -5.02 0.000
H -0.46 3.45 -3.37 0.000
H 0.36 2.53 -1.20 -0.001
H -0.70 -1.57 2.06 -0.001
H -1.10 -4.00 2.40 0.000
H -0.43 -5.63 0.65 0.000
H 0.67 -4.83 -1.44 0.000
H 1.07 -2.40 -1.77 0.000
H -5.69 -2.43 -3.92 0.000
H -5.68 -3.02 -3.46 0.000
N -2.25 3.21 4.72 0.000
C -2.31 2.99 3.24 -0.002
C -2.69 1.51 2.98 -0.002
O -3.75 1.11 3.33 -0.001
O -1.76 0.76 2.36 -0.027
H -3.17 2.99 5.15 0.000
H -2.01 4.20 4.90 0.000
H -1.51 2.61 5.13 0.000
H -3.08 3.63 2.82 0.000
H -1.35 3.27 2.80 -0.003


Entry 5:
96
Properties=species:S:1:pos:R:3:lowdin_spin:R:1 method="wB97M-V/def2-TZVPD" max_force_ha_per_bohr=0.15691 homo_lumo_gap_ha="0.1522 / 0.1739" homo_ev="-9.6 / -13.1" total_charge=+2 multiplicity=5
P 0.43 -2.77 -3.91 0.399
C -0.72 -2.37 -5.22 0.044
C -0.27 -2.19 -6.55 0.026
H 0.80 -2.22 -6.76 0.001
C -1.21 -2.04 -7.56 0.001
H -0.86 -1.94 -8.59 0.000
C -2.57 -2.04 -7.26 0.018
H -3.31 -1.95 -8.07 0.001
C -3.02 -2.16 -5.93 -0.001
H -4.08 -2.16 -5.70 0.000
C -2.09 -2.32 -4.91 0.016
H -2.40 -2.41 -3.86 0.001
C 2.10 -2.29 -4.39 0.028
C 2.32 -0.95 -4.81 0.031
H 1.46 -0.29 -4.98 0.001
C 3.62 -0.51 -5.03 -0.002
H 3.79 0.52 -5.35 -0.001
C 4.70 -1.38 -4.87 0.037
H 5.71 -1.03 -5.07 0.002
C 4.49 -2.71 -4.49 -0.002
H 5.33 -3.40 -4.40 -0.001
C 3.19 -3.17 -4.24 0.031
H 3.02 -4.23 -3.98 0.002
C 0.37 -4.56 -3.56 0.058
C 0.22 -5.48 -4.63 0.020
H 0.14 -5.10 -5.65 0.001
C 0.19 -6.85 -4.37 0.003
H 0.11 -7.55 -5.21 0.001
C 0.28 -7.31 -3.05 0.005
H 0.25 -8.39 -2.85 0.000
C 0.39 -6.41 -1.99 -0.001
H 0.44 -6.78 -0.96 0.000
C 0.46 -5.04 -2.24 0.010
H 0.56 -4.32 -1.42 0.003
Os -0.22 -0.24 -0.46 0.644
C 1.66 -0.25 0.62 0.022
C 2.79 -0.77 0.04 0.001
H 1.81 0.17 1.62 0.001
C 2.55 -1.60 -1.19 0.074
O 2.73 -3.00 -0.93 0.040
H 2.63 -3.49 -1.78 0.002
C 1.08 -1.36 -1.38 0.570
H 3.09 -1.24 -2.09 0.019
C -0.14 -1.45 -1.93 0.636
Cl -2.64 -0.22 -1.05 0.033
P -0.93 -1.65 1.37 0.060
P 0.03 1.64 -1.87 0.067
C -2.61 -1.41 2.05 0.000
H -3.29 -1.20 1.23 0.000
H -2.64 -0.58 2.76 0.001
H -2.92 -2.34 2.57 0.000
C -0.95 -3.36 0.76 0.027
H 0.08 -3.73 0.67 0.001
H -1.44 -3.39 -0.22 0.005
H -1.51 -3.99 1.47 0.002
C 0.12 -1.71 2.86 0.005
H 0.16 -0.72 3.34 0.000
H 1.14 -2.00 2.59 0.000
H -0.28 -2.44 3.58 0.001
C -0.60 3.26 -1.35 0.005
H 0.03 3.68 -0.57 0.002
H -1.62 3.13 -0.95 0.001
H -0.63 3.93 -2.22 0.000
C 1.76 1.93 -2.33 0.015
H 2.19 1.04 -2.79 0.002
H 2.34 2.17 -1.42 0.000
H 1.84 2.77 -3.03 0.002
C -0.82 1.35 -3.45 0.025
H -1.88 1.19 -3.24 0.000
H -0.42 0.44 -3.92 0.010
H -0.68 2.21 -4.10 0.002
P 4.49 -0.80 0.62 -0.001
C 4.73 0.50 1.79 0.000
C 5.50 -0.55 -0.84 0.002
H 4.04 0.39 2.64 0.000
H 4.56 1.49 1.31 0.000
H 5.76 0.43 2.13 0.000
H 5.27 -1.29 -1.61 0.001
H 6.55 -0.68 -0.53 0.000
H 5.35 0.46 -1.23 0.000
C 4.81 -2.41 1.32 0.000
H 4.47 -2.42 2.37 0.000
H 5.90 -2.58 1.29 0.000
H 4.28 -3.16 0.73 0.001
H -1.24 -1.74 -1.84 0.066
Cl 1.91 2.78 1.10 0.011
C 0.48 2.16 1.90 0.047
C -0.55 1.50 1.24 0.386
C -1.81 1.81 1.78 0.163
Cl -3.23 2.08 0.83 0.093
C -1.96 2.04 3.18 0.000
Cl -3.50 1.94 3.93 -0.007
C -0.83 2.33 3.95 0.094
Cl -0.95 2.57 5.64 0.047
C 0.41 2.44 3.29 0.062
Cl 1.81 2.82 4.20 0.025


Entry 6:
25
Properties=species:S:1:pos:R:3:nbo_charge:R:1 method="wB97M-V/def2-TZVPD" max_force_ha_per_bohr=0.14650 homo_lumo_gap_ha=0.1382 homo_ev=-21.1 relative_energy_kcal_mol=204.7 total_charge=+3
Al -8.23 11.40 -12.41 1.339
C -4.71 10.56 -10.81 0.718
O -5.66 10.77 -11.52 -0.575
N -3.59 10.24 -11.33 -0.668
N -4.69 10.42 -9.58 -0.739
H -2.83 10.77 -10.92 0.421
H -3.56 10.28 -12.34 0.398
H -3.84 9.98 -9.24 0.443
H -5.49 10.46 -8.97 0.442
C -5.82 14.31 -11.42 0.726
O -6.25 13.45 -12.12 -0.564
N -5.15 14.08 -10.35 -0.755
N -5.91 15.54 -11.77 -0.670
H -5.19 13.14 -9.97 0.411
H -4.97 14.87 -9.76 0.435
H -6.44 15.81 -12.59 0.445
H -5.39 16.26 -11.28 0.437
C -5.08 11.66 -14.79 0.736
O -6.27 11.40 -14.50 -0.471
N -4.29 12.35 -14.03 -0.588
N -4.37 11.06 -15.62 -0.674
H -4.55 12.58 -13.08 0.432
H -3.32 12.14 -14.22 0.415
H -3.38 11.11 -15.84 0.457
H -4.90 10.27 -15.96 0.447